# 1
Molecular formula: C6H20N2O2
Method: DFT, the ωB97M-V functional and the def2-TZVPD basis

Structure (XYZ):
```
30
Properties=species:S:1:pos:R:3
C -0.318 0.332 1.948
N 0.385 0.020 0.698
C -0.509 -0.061 -0.458
C -1.169 1.302 -0.800
C -2.360 1.117 -1.731
C -0.188 2.331 -1.361
C 0.213 -0.661 -1.631
N 0.558 -2.063 -1.417
H 0.386 0.334 2.784
H -1.138 -0.336 2.249
H -0.725 1.336 1.878
H 0.671 -0.922 0.847
H -1.380 -0.655 -0.167
H -1.646 1.644 0.111
H -2.803 2.094 -1.944
H -2.063 0.702 -2.695
H -3.143 0.458 -1.348
H -0.450 3.339 -1.053
H -0.171 2.260 -2.435
H 0.817 2.116 -1.016
H -0.405 -0.554 -2.526
H 1.097 -0.072 -1.881
H 0.715 -2.545 -2.285
H 1.342 -2.172 -0.795
H 2.486 0.169 2.168
H 2.653 1.637 1.842
O 3.098 0.917 2.298
H -1.132 -2.892 1.813
H 0.053 -3.431 1.024
O -0.177 -2.786 1.703
```

* HOMO: -9.123 eV
* frontier orbital gap: 9.81 eV
* SMILES string: CN[C@H](CN)C(C)C.O.O
* multiplicity: 1
* calculated total energy: -13621.37322 eV
* energy relative to the best compared isomer or geometry (same formula, charge and spin): 18.6 kcal/mol

***

# 2
Molecular formula: C6H20N2O3
Method: DFT, the ωB97M-V functional and the def2-TZVPD basis

Structure (XYZ):
```
31
Properties=species:S:1:pos:R:3
C -1.703 -2.514 0.500
C -0.704 -1.769 -0.372
C 0.338 -1.019 0.441
C -0.177 0.299 0.970
C 0.436 0.928 1.964
N -0.038 2.194 2.418
C 0.549 2.868 3.322
N -0.015 -2.787 -1.271
H -2.476 -2.988 -0.105
H -2.194 -1.793 1.157
H -1.253 -3.253 1.162
H -1.255 -1.120 -1.043
H 1.254 -0.825 -0.122
H 0.676 -1.647 1.273
H -1.050 0.707 0.473
H 1.299 0.565 2.506
H -0.916 2.556 1.985
H 1.456 2.505 3.790
H 0.152 3.815 3.665
H 0.416 -3.533 -0.740
H -0.708 -3.235 -1.857
H 0.732 -2.347 -1.878
H 2.880 -1.747 -2.734
H 1.815 -0.676 -3.134
O 2.028 -1.390 -2.470
H -3.192 2.761 1.500
H -2.377 3.708 0.602
O -2.323 2.916 1.141
H 1.228 0.340 -5.274
H 2.070 1.303 -4.423
O 1.480 0.551 -4.352
```

* charge: +2
* HOMO: -16.814 eV
* frontier orbital gap: 9.78 eV
* multiplicity: 1
* calculated total energy: -15654.30022 eV

***

# 3
Molecular formula: C6H20NO5
Method: DFT, the ωB97M-V functional and the def2-TZVPD basis

Structure (XYZ):
```
32
Properties=species:S:1:pos:R:3
C -1.614 0.784 -1.233
O -1.223 -0.075 -2.288
C -1.808 -0.123 0.023
C -2.163 0.611 1.340
C -1.212 1.810 1.662
C 1.237 2.171 2.266
C 0.311 1.444 1.654
N -2.964 -1.056 -0.215
H -2.523 1.278 -1.617
H -0.806 1.505 -1.057
H -0.813 -0.527 0.158
H -3.227 0.759 1.200
H -2.100 0.027 2.270
H -1.439 2.123 2.670
H -1.384 2.694 1.037
H 1.035 3.050 2.847
H 2.231 1.769 2.102
H 0.579 0.631 1.004
H -3.653 -0.588 -0.794
H -2.473 -1.721 -0.814
H 1.980 -1.482 2.530
H 2.781 -1.924 1.236
O 2.535 -2.159 2.170
H -0.404 -0.640 -1.968
H 0.690 -2.288 -2.013
O 0.744 -1.456 -1.515
H 3.185 -0.796 -0.433
H 2.007 -1.700 -0.885
O 2.979 -1.737 -0.453
H 1.225 1.403 -2.899
H 1.485 -0.069 -2.302
O 1.768 0.881 -2.338
```

* charge: -1
* HOMO: -5.727 eV
* frontier orbital gap: 9.09 eV
* multiplicity: 1
* calculated total energy: -18274.55936 eV
* energy relative to the best compared isomer or geometry (same formula, charge and spin): 22.8 kcal/mol

***

# 4
Molecular formula: C6H21ClI2NOsP2
Method: DFT, the ωB97M-V functional and the def2-TZVPD basis

Structure (XYZ):
```
34
Properties=species:S:1:pos:R:3
I 0.197 3.193 0.244
I 2.116 0.333 -1.517
Os -0.007 0.556 0.071
P 1.511 -0.198 1.687
C 2.878 0.945 2.109
C 0.789 -0.667 3.315
H 1.518 -1.273 3.872
H 2.843 -2.171 2.120
H -0.120 -1.268 3.176
H 1.639 -2.460 0.840
H 2.494 1.971 2.223
H 0.551 0.232 3.898
C 2.369 -1.746 1.229
H 3.329 0.622 3.058
H 3.120 -1.563 0.457
H 3.641 0.936 1.324
P -1.160 0.243 -1.941
C -1.011 1.586 -3.175
C -0.643 -1.250 -2.861
H -3.187 -0.761 -0.988
H -3.345 -0.471 -2.737
H -3.492 0.899 -1.598
C -2.972 -0.046 -1.794
H -0.579 -2.094 -2.171
H -1.391 -1.473 -3.629
H -1.807 1.468 -3.924
H -0.037 1.543 -3.673
H 0.336 -1.105 -3.323
H -1.119 2.566 -2.686
Cl -0.769 -1.796 0.349
N -1.706 0.787 1.347
H -1.457 1.229 2.235
H -2.424 1.374 0.923
H -2.104 -0.138 1.539
```

* charge: +3
* HOMO (alpha / beta): -20.152 / -20.548 eV
* frontier orbital gap (alpha / beta): 7.91 / 5.40 eV
* multiplicity: 5
* calculated total energy: -57792.65239 eV

***

# 5
Molecular formula: C6H21CoF2NO10S2
Method: DFT, the ωB97M-V functional and the def2-TZVPD basis

Structure (XYZ):
```
43
Properties=species:S:1:pos:R:3
Co -28.033 13.785 -4.519
O -27.589 14.916 -6.128
H -26.678 15.204 -6.270
O -28.839 12.394 -5.621
H -29.403 11.652 -5.381
O -29.626 14.737 -4.030
H -30.398 14.665 -3.463
N -26.503 13.655 -3.215
S -26.263 12.611 -1.990
O -26.716 13.011 -0.704
O -25.008 11.946 -2.062
F -27.290 11.492 -2.440
S -25.394 14.833 -2.791
O -24.045 14.538 -3.134
O -25.611 15.479 -1.555
F -25.786 15.891 -3.879
C -25.748 12.201 -9.370
C -26.793 12.489 -8.312
O -27.491 13.687 -8.615
H -26.167 12.327 -10.368
H -25.313 11.212 -9.195
H -24.921 12.915 -9.293
H -26.392 12.578 -7.299
H -27.519 11.666 -8.283
H -27.464 14.203 -7.775
C -23.867 15.474 -7.070
C -22.972 15.121 -8.240
O -21.630 14.852 -7.820
H -23.652 14.885 -6.175
H -24.904 15.266 -7.344
H -23.767 16.517 -6.771
H -22.927 15.945 -8.954
H -23.352 14.256 -8.790
H -21.655 14.259 -7.061
C -26.868 17.792 -8.592
C -27.909 18.257 -7.593
O -28.714 17.171 -7.188
H -27.382 17.274 -9.400
H -26.168 17.091 -8.125
H -26.182 18.565 -8.964
H -28.551 19.042 -8.007
H -27.468 18.668 -6.670
H -28.132 16.537 -6.699
```

* charge: -2
* HOMO (alpha / beta): -1.655 / -1.649 eV
* frontier orbital gap (alpha / beta): 6.42 / 6.41 eV
* multiplicity: 4
* calculated total energy: -93260.15932 eV

***

# 6
Molecular formula: C6H21NO4
Method: DFT, the ωB97M-V functional and the def2-TZVPD basis

Structure (XYZ):
```
32
Properties=species:S:1:pos:R:3
C -0.246 1.464 -1.176
N 0.485 0.825 -0.059
C -0.425 0.018 0.756
C 0.334 -0.765 1.839
C 1.349 -1.702 1.245
C 2.659 -1.532 1.346
C -0.999 0.652 -2.237
H 0.447 2.147 -1.667
H -1.027 2.004 -0.634
H 1.295 0.339 -0.414
H -1.029 0.731 1.334
H -1.080 -0.627 0.175
H 0.860 -0.061 2.455
H -0.385 -1.292 2.467
H 0.938 -2.609 0.813
H 3.298 -2.328 0.990
H 3.085 -0.643 1.792
H -1.153 1.184 -3.171
H -0.552 -0.301 -2.493
H -1.960 0.317 -1.833
H -4.178 1.196 0.519
H -2.912 0.447 0.894
O -3.854 0.318 0.746
H -0.709 -1.708 -1.392
H -1.843 -2.593 -1.804
O -1.092 -2.577 -1.198
H 0.529 1.830 1.856
H 1.040 2.808 3.051
O 0.313 2.468 2.540
H 1.629 0.424 -2.188
H 3.000 -0.133 -2.033
O 2.181 -0.299 -2.517
```

* HOMO: -9.598 eV
* frontier orbital gap: 10.23 eV
* SMILES string: C=CCCNCC.O.O.O.O
* multiplicity: 1
* calculated total energy: -16241.40748 eV
* energy relative to the best compared isomer or geometry (same formula, charge and spin): 42.4 kcal/mol

***

# 7
Molecular formula: C6H21NO5
Method: DFT, the ωB97M-V functional and the def2-TZVPD basis

Structure (XYZ):
```
33
Properties=species:S:1:pos:R:3
C 0.895 -2.281 0.610
C 1.991 -2.826 -0.279
C 0.636 -0.830 0.287
N -0.570 -0.436 -0.183
C -1.853 -1.116 -0.045
C -2.409 -1.687 -1.356
C -2.436 -0.656 -2.470
O 1.545 -0.007 0.340
H -0.035 -2.837 0.631
H 1.105 -2.382 1.678
H 1.916 -2.422 -1.289
H 2.029 -3.905 -0.231
H 2.921 -2.367 0.065
H -0.623 0.549 -0.402
H -2.520 -0.398 0.413
H -1.781 -1.927 0.672
H -3.425 -2.029 -1.137
H -1.829 -2.580 -1.579
H -3.054 0.197 -2.192
H -1.431 -0.255 -2.623
H -2.744 -1.061 -3.430
H 2.099 1.156 -1.649
H 0.794 1.110 -2.391
O 1.373 1.731 -1.918
H -1.255 1.806 3.003
H -1.101 1.565 1.512
O -1.383 1.129 2.330
H 2.780 2.035 1.749
H 1.392 1.516 2.146
O 1.950 2.309 2.147
H 0.500 2.971 -0.490
H 0.539 2.982 0.999
O -0.100 2.911 0.270
```

* HOMO: -9.711 eV
* frontier orbital gap: 10.30 eV
* SMILES string: CCCNC(=O)CC.O.O.O.O
* multiplicity: 1
* calculated total energy: -18291.23478 eV
* energy relative to the best compared isomer or geometry (same formula, charge and spin): 18.7 kcal/mol

***

# 8
Molecular formula: C6H22N2O3
Method: DFT, the ωB97M-V functional and the def2-TZVPD basis

Structure (XYZ):
```
33
Properties=species:S:1:pos:R:3
C 1.379 -1.071 2.071
N 2.120 -0.320 1.064
C 1.535 -0.050 -0.294
C 2.525 0.850 -1.039
C 0.126 -0.293 2.498
C -1.198 -1.098 2.606
C -1.413 -1.967 1.341
N -1.637 -1.234 0.083
H 1.026 -2.046 1.640
H 1.984 -1.282 2.937
H 2.554 0.552 1.349
H 0.517 0.470 -0.194
H 1.336 -0.919 -0.827
H 2.349 1.260 -2.002
H 2.618 1.874 -0.610
H 3.422 0.199 -0.963
H -0.018 0.730 1.957
H 0.318 0.350 3.427
H -2.102 -0.511 2.899
H -1.028 -1.692 3.494
H -0.634 -2.682 1.078
H -2.294 -2.667 1.615
H -0.957 -0.517 0.007
H -2.453 -0.575 0.283
H -2.905 -0.330 -1.727
H -3.295 1.206 -1.786
O -2.724 0.552 -2.111
H -1.010 2.866 -2.453
H 0.478 2.893 -2.353
O -0.343 2.919 -1.793
H -0.422 1.043 -2.730
H 0.254 -0.252 -2.432
O 0.437 0.613 -2.808
```

* charge: +1
* HOMO (alpha / beta): -13.661 / -13.653 eV
* frontier orbital gap (alpha / beta): 11.00 / 6.01 eV
* multiplicity: 2
* calculated total energy: -15691.29160 eV
* energy relative to the best compared isomer or geometry (same formula, charge and spin): 31.1 kcal/mol

***

# 9
Molecular formula: C6H22N2O4
Method: DFT, the ωB97M-V functional and the def2-TZVPD basis

Structure (XYZ):
```
34
Properties=species:S:1:pos:R:3
C -1.338 1.143 2.300
C 0.045 0.318 2.302
C 0.649 -0.111 1.008
N 2.296 -0.327 -1.434
C 1.935 0.947 -0.864
C 1.127 1.103 0.136
C 2.525 2.265 -1.311
N -2.392 0.389 1.794
H -1.034 2.141 1.971
H -1.602 1.370 3.341
H 0.668 0.907 2.940
H -0.365 -0.773 2.827
H 0.056 -0.882 0.450
H 1.532 -0.604 1.490
H 1.511 -0.990 -1.422
H 2.678 -0.441 -2.303
H 0.937 2.082 0.690
H 2.875 2.727 -0.435
H 3.349 1.827 -2.082
H 1.764 2.870 -1.735
H -2.433 -0.638 2.246
H -2.350 0.206 0.796
H -2.923 2.107 -1.621
H -2.878 0.744 -0.831
O -3.065 1.202 -1.704
H -1.751 -1.193 -3.746
H -2.135 -0.619 -2.498
O -1.407 -1.178 -2.823
H -1.523 -2.404 -0.064
H -2.510 -3.157 0.936
O -1.942 -2.286 0.880
H 2.874 -2.807 0.289
H 2.337 -2.659 -1.125
O 2.490 -3.279 -0.397
```

* charge: +1
* HOMO (alpha / beta): -11.989 / -11.910 eV
* frontier orbital gap (alpha / beta): 8.67 / 4.23 eV
* multiplicity: 2
* calculated total energy: -17737.63310 eV
* energy relative to the best compared isomer or geometry (same formula, charge and spin): 84.8 kcal/mol

***

# 10
Molecular formula: C6H22NO6
Method: DFT, the ωB97M-V functional and the def2-TZVPD basis

Structure (XYZ):
```
35
Properties=species:S:1:pos:R:3
C 2.203 0.701 1.603
O 2.325 -0.627 1.052
C 1.778 1.660 0.392
C 0.248 1.939 0.402
C -0.435 0.692 -0.007
C -1.257 0.484 -1.029
N -2.041 -0.672 -1.125
C -1.950 -1.349 -2.420
H 3.283 0.872 1.904
H 1.393 0.788 2.363
H 2.474 2.472 0.502
H 1.907 1.208 -0.629
H 0.077 2.697 -0.367
H -0.154 2.459 1.251
H -0.415 -0.095 0.803
H -1.463 1.110 -1.917
H -1.788 -1.275 -0.351
H -0.900 -1.315 -2.930
H -2.118 -2.429 -2.172
H -2.693 -1.059 -3.249
H 1.903 -0.752 -0.562
H 0.689 -1.275 -1.303
O 1.408 -0.746 -1.418
H 0.397 -3.010 1.294
H 1.342 -1.266 1.093
O 0.205 -2.060 0.948
H -1.199 -1.674 1.699
H -2.154 -2.121 2.787
O -1.834 -1.372 2.382
H -2.442 1.089 1.667
H -1.426 0.379 2.427
O -1.626 1.280 2.245
H 1.209 0.421 -2.602
H 0.271 1.523 -2.980
O 1.094 1.173 -3.271
```

* charge: -1
* HOMO: -4.422 eV
* frontier orbital gap: 7.74 eV
* multiplicity: 1
* calculated total energy: -20353.12929 eV
* energy relative to the best compared isomer or geometry (same formula, charge and spin): 45.7 kcal/mol

***

# 11
Molecular formula: C6H23O11S
Method: DFT, the ωB97M-V functional and the def2-TZVPD basis

Structure (XYZ):
```
41
Properties=species:S:1:pos:R:3
C -0.411 -1.980 0.925
C -0.241 -1.785 -0.563
O 0.635 -2.399 -1.143
O -1.072 -0.987 -1.283
C -0.695 0.436 -1.232
C -1.207 1.054 0.088
C -0.135 1.869 0.883
C 1.264 1.244 0.903
S 2.416 2.188 -0.151
O 3.136 3.179 0.639
O 3.362 1.191 -0.675
O 1.681 2.765 -1.252
H 0.321 -2.702 1.272
H -1.428 -2.314 1.147
H -0.274 -1.055 1.484
H -1.237 0.881 -2.049
H 0.361 0.609 -1.436
H -1.991 1.769 -0.185
H -1.718 0.314 0.686
H -0.143 2.906 0.553
H -0.469 1.913 1.941
H 1.311 0.230 0.516
H 1.717 1.264 1.889
O -1.873 0.780 2.790
H -1.626 0.225 3.542
H -2.831 0.844 2.871
O -0.186 1.423 -3.825
H 0.179 2.290 -4.032
H 0.079 0.865 -4.565
O 3.656 -0.319 1.951
H 4.003 0.551 1.712
H 3.874 -0.866 1.191
O -2.634 -2.516 -3.432
H -1.973 -1.945 -3.014
H -2.498 -3.371 -3.016
O -1.968 -1.322 5.148
H -1.635 -1.129 6.030
H -2.557 -2.072 5.273
O 0.748 -1.421 -4.202
H 0.509 -1.701 -3.306
H 1.550 -0.904 -4.071
```

* charge: -1
* HOMO: -4.879 eV
* frontier orbital gap: 6.66 eV
* multiplicity: 1
* calculated total energy: -39954.51877 eV
* energy relative to the best compared isomer or geometry (same formula, charge and spin): 0.0 kcal/mol

***

# 12
Molecular formula: C6H23O7V
Method: DFT, the ωB97M-V functional and the def2-TZVPD basis

Structure (XYZ):
```
37
Properties=species:S:1:pos:R:3
V -0.428 0.224 0.761
C 2.994 -3.067 1.238
C 2.465 -1.607 1.028
O 1.060 -1.518 1.034
H 2.836 -3.630 0.318
H 2.446 -3.607 2.010
H 4.065 -3.099 1.440
H 2.894 -1.030 0.209
H 2.811 -0.983 1.852
C -3.656 -1.841 -2.127
C -3.145 -1.062 -0.934
O -1.763 -0.797 -0.936
H -4.688 -2.183 -2.052
H -3.051 -2.694 -2.436
H -3.690 -1.275 -3.058
H -3.344 -1.572 0.008
H -3.701 -0.137 -0.780
C 1.466 3.577 -2.138
C 1.205 2.765 -0.812
O 0.383 1.574 -0.865
H 2.250 4.323 -2.016
H 0.606 3.961 -2.687
H 2.008 2.981 -2.872
H 0.902 3.527 -0.094
H 2.084 2.346 -0.322
O -1.925 2.010 0.968
H -2.785 1.970 1.386
H -1.808 2.934 0.748
O 1.346 -1.047 -1.934
H 1.291 -1.147 -0.984
H 1.525 -1.929 -2.258
O -1.565 -0.687 2.509
H -1.304 -1.228 3.254
H -2.487 -0.486 2.669
O 0.633 1.289 2.412
H 0.687 2.229 2.588
H 1.385 0.916 2.872
```

* charge: -1
* HOMO (alpha / beta): -2.802 / -3.030 eV
* frontier orbital gap (alpha / beta): 4.83 / 5.05 eV
* multiplicity: 4
* calculated total energy: -46613.59441 eV
* energy relative to the best compared isomer or geometry (same formula, charge and spin): 40.6 kcal/mol

***

- Look up the multiplicity of the twelfth one.
  4